No. 1
{"formula": "C32H66O21S6", "method": "the ωB97M-V functional and the def2-TZVPD basis", "spin_multiplicity": 1, "lumo_ha": -0.0027, "e_homo_ha": -0.3248, "gap_ev": 8.76, "e_tot_ha": -5227.7679, "largest_force_ev_per_a": 5.96, "de_lowest_kj_mol": 382.7, "species": ["C", "C", "C", "O", "C", "O", "O", "H", "H", "H", "H", "H", "H", "C", "C", "C", "O", "C", "O", "O", "H", "H", "H", "H", "H", "H", "C", "C", "C", "O", "C", "O", "O", "H", "H", "H", "H", "H", "H", "C", "C", "C", "O", "C", "O", "O", "H", "H", "H", "H", "H", "H", "C", "C", "C", "O", "C", "O", "O", "H", "H", "H", "H", "H", "H", "C", "S", "O", "C", "H", "H", "H", "H", "H", "H", "C", "S", "O", "C", "H", "H", "H", "H", "H", "H", "C", "S", "O", "C", "H", "H", "H", "H", "H", "H", "C", "S", "O", "C", "H", "H", "H", "H", "H", "H", "C", "S", "O", "C", "H", "H", "H", "H", "H", "H", "C", "S", "O", "C", "H", "H", "H", "H", "H", "H"], "positions_angstrom": [[2.29906, -0.31737, -0.54972], [0.79032, -0.53409, -0.76445], [-0.10602, 0.71953, -0.67540], [-0.92832, 0.66001, -1.80064], [-0.48631, -0.34680, -2.57681], [-0.96710, -0.69741, -3.63160], [0.65305, -0.86854, -2.07833], [2.93629, -1.17044, -0.78281], [2.53240, -0.15276, 0.50221], [2.70812, 0.45968, -1.19544], [0.38063, -1.37722, -0.20826], [0.47460, 1.63410, -0.55484], [-0.50406, 0.48523, 0.31190], [-4.84476, 4.75778, -4.92823], [-4.61978, 4.53299, -3.48662], [-3.52543, 5.44573, -2.89931], [-4.03760, 5.75076, -1.58818], [-5.33313, 5.43058, -1.53980], [-6.16700, 5.75365, -0.68268], [-5.70978, 4.84037, -2.65766], [-4.02087, 4.48668, -5.58839], [-5.11571, 5.78882, -5.15551], [-5.73161, 4.21598, -5.25695], [-4.39255, 3.48079, -3.31528], [-3.23676, 6.32587, -3.47386], [-2.57323, 4.92651, -2.79053], [7.67911, 3.61096, 0.09502], [6.73656, 4.47341, 0.84145], [6.60141, 5.95138, 0.35883], [5.16895, 6.10091, 0.36490], [4.59305, 4.95457, 0.51236], [3.37806, 4.82921, 0.70114], [5.45974, 3.87833, 0.65407], [7.80516, 2.63612, 0.56606], [8.65065, 4.08742, -0.03612], [7.34566, 3.39399, -0.91980], [6.77433, 4.36110, 1.92499], [6.94537, 6.10255, -0.66437], [7.15927, 6.61236, 1.02216], [-4.64932, -3.78850, 0.97036], [-4.85194, -4.46570, 2.35598], [-6.22551, -4.16160, 2.98323], [-6.81956, -5.47769, 3.11478], [-6.12967, -6.35454, 2.46299], [-6.44958, -7.48884, 2.20238], [-4.94101, -5.84660, 2.20619], [-5.40659, -4.14802, 0.27368], [-3.70403, -4.03737, 0.48808], [-4.61139, -2.70486, 1.08160], [-4.14019, -4.05843, 3.07406], [-6.75401, -3.55972, 2.24395], [-6.11737, -3.58911, 3.90444], [-2.04400, -6.59013, 7.00083], [-0.77349, -5.74563, 7.15005], [0.54723, -6.46223, 7.16338], [1.36891, -5.58617, 6.45742], [0.59928, -4.71540, 5.72781], [0.93969, -3.93910, 4.80068], [-0.63833, -4.81445, 6.12244], [-2.04673, -7.42542, 7.70109], [-2.11571, -6.96099, 5.97837], [-2.93103, -6.03840, 7.31211], [-0.84157, -5.26331, 8.12516], [0.48275, -7.44987, 6.70676], [0.83098, -6.52601, 8.21387], [0.90720, 5.07691, -6.57383], [2.05053, 5.32593, -5.08275], [2.93323, 4.05003, -5.18010], [2.99896, 6.76236, -5.67237], [0.23068, 5.92411, -6.68646], [0.35597, 4.13993, -6.49434], [1.55596, 5.02884, -7.44840], [3.82032, 6.91272, -4.97176], [2.35812, 7.64069, -5.74967], [3.31029, 6.59726, -6.70383], [7.11008, -5.08902, 3.59550], [6.43508, -4.53002, 2.01998], [6.83656, -5.57296, 0.94977], [7.53566, -3.06365, 1.83944], [6.50382, -5.91561, 3.96604], [7.05022, -4.27722, 4.32041], [8.16663, -5.32815, 3.47455], [7.71193, -2.58656, 2.80350], [7.07269, -2.30751, 1.20538], [8.52370, -3.35014, 1.47917], [5.85548, -2.51323, -4.62564], [6.97054, -3.40925, -5.86409], [8.20390, -2.57221, -5.92138], [7.19992, -4.86080, -4.72204], [6.44207, -2.18253, -3.76853], [5.10048, -3.14705, -4.16048], [5.43148, -1.65208, -5.14210], [6.30268, -5.47783, -4.67357], [7.42206, -4.61086, -3.68460], [7.91991, -5.51965, -5.20744], [-6.20006, -1.21935, -7.62342], [-7.05214, -1.71703, -9.23196], [-6.14443, -2.78596, -9.81238], [-8.58952, -2.42626, -8.45828], [-6.35347, -1.93164, -6.81273], [-6.64716, -0.30608, -7.23082], [-5.14791, -1.17842, -7.90520], [-8.91134, -1.55861, -7.88233], [-8.34514, -3.23889, -7.77417], [-9.36637, -2.74626, -9.15269], [3.14029, 3.27493, 6.07420], [1.80268, 2.47434, 7.03946], [0.88644, 3.59522, 7.58281], [0.94438, 1.86161, 5.54999], [3.87847, 3.77896, 6.69801], [2.70097, 3.80386, 5.22842], [3.69173, 2.46440, 5.59768], [1.70830, 1.55018, 4.83758], [0.56298, 2.72947, 5.01198], [0.20465, 1.07972, 5.72189], [-7.75724, 1.92882, 3.93910], [-5.94617, 1.56957, 4.00090], [-5.54647, 1.64442, 2.54757], [-5.35634, 3.21003, 4.64044], [-8.22316, 1.02806, 3.53956], [-7.89513, 2.81684, 3.32224], [-8.18830, 2.11024, 4.92368], [-5.77345, 3.41949, 5.62545], [-5.46314, 4.08835, 4.00383], [-4.27967, 3.16280, 4.80368]], "lowdin_charge": [-0.011, -0.347, -0.109, 0.098, -0.528, 0.144, 0.077, 0.079, 0.081, 0.092, 0.155, 0.138, 0.132, -0.034, -0.339, -0.067, 0.081, -0.549, 0.109, 0.102, 0.095, 0.093, 0.089, 0.159, 0.131, 0.131, -0.035, -0.340, -0.037, 0.095, -0.549, 0.103, 0.055, 0.090, 0.090, 0.099, 0.158, 0.134, 0.136, -0.013, -0.315, -0.056, 0.103, -0.626, 0.149, 0.097, 0.091, 0.080, 0.086, 0.147, 0.127, 0.132, -0.007, -0.347, -0.124, 0.074, -0.500, 0.094, 0.115, 0.087, 0.094, 0.083, 0.151, 0.141, 0.140, -0.234, 0.832, -0.596, -0.278, 0.038, 0.046, 0.044, 0.049, 0.049, 0.050, -0.283, 0.837, -0.584, -0.264, 0.050, 0.046, 0.060, 0.040, 0.040, 0.057, -0.248, 0.829, -0.574, -0.270, 0.046, 0.043, 0.039, 0.045, 0.052, 0.039, -0.240, 0.829, -0.586, -0.263, 0.045, 0.039, 0.045, 0.036, 0.050, 0.045, -0.272, 0.841, -0.591, -0.271, 0.052, 0.055, 0.040, 0.039, 0.056, 0.052, -0.257, 0.823, -0.590, -0.260, 0.041, 0.056, 0.045, 0.042, 0.060, 0.039]}

---

No. 2
{"formula": "C32H68B2ClNO15S7", "method": "the ωB97M-V functional and the def2-TZVPD basis", "spin_multiplicity": 1, "lumo_ha": -0.0238, "e_homo_ha": -0.3379, "gap_ev": 8.55, "e_tot_ha": -5740.6274, "largest_force_ev_per_a": 5.71, "smiles": "CCCNB(CCCCS(=O)(=O)Cl)B(C)O.O=S1(=O)CCCC1.O=S1(=O)CCCC1.O=S1(=O)CCCC1.O=S1(=O)CCCC1.O=S1(=O)CCCC1.O=S1(=O)CCCC1", "species": ["C", "C", "C", "N", "B", "C", "C", "C", "C", "S", "O", "O", "Cl", "B", "C", "O", "H", "H", "H", "H", "H", "H", "H", "H", "H", "H", "H", "H", "H", "H", "H", "H", "H", "H", "H", "H", "C", "C", "C", "S", "O", "O", "C", "H", "H", "H", "H", "H", "H", "H", "H", "C", "C", "C", "S", "O", "O", "C", "H", "H", "H", "H", "H", "H", "H", "H", "C", "C", "C", "S", "O", "O", "C", "H", "H", "H", "H", "H", "H", "H", "H", "C", "C", "C", "S", "O", "O", "C", "H", "H", "H", "H", "H", "H", "H", "H", "C", "C", "C", "S", "O", "O", "C", "H", "H", "H", "H", "H", "H", "H", "H", "C", "C", "C", "S", "O", "O", "C", "H", "H", "H", "H", "H", "H", "H", "H"], "positions_angstrom": [[3.89840, -0.19146, 6.28086], [4.35836, 1.31755, 6.24539], [4.54869, 1.86996, 4.78398], [3.88712, 3.16643, 4.53710], [2.42196, 3.11363, 4.45553], [1.61021, 4.11423, 5.44651], [0.07368, 3.87255, 5.43861], [-0.28296, 2.59262, 6.22959], [-1.80336, 2.38308, 6.46739], [-2.72452, 1.89542, 4.97175], [-4.13445, 2.30690, 5.19361], [-2.21326, 2.50645, 3.73027], [-2.64611, -0.16062, 4.72176], [1.61342, 2.11611, 3.36441], [1.30486, 0.55292, 3.63690], [1.17079, 2.61003, 2.11057], [2.95101, -0.28114, 6.83724], [3.75279, -0.53883, 5.24925], [4.65789, -0.81436, 6.77346], [3.69664, 1.97439, 6.83337], [5.33128, 1.33326, 6.76889], [4.32081, 1.11205, 4.01827], [5.63749, 2.05347, 4.68556], [4.12130, 3.75409, 5.33336], [1.77072, 5.14578, 5.06832], [2.02415, 4.04935, 6.46885], [-0.38787, 4.71481, 5.99581], [-0.36473, 3.91560, 4.43097], [0.17464, 2.67773, 7.23353], [0.11846, 1.66070, 5.79547], [-2.24413, 3.26478, 6.95365], [-1.90843, 1.55780, 7.19528], [1.78871, -0.09968, 2.88770], [1.58991, 0.26602, 4.66164], [0.20548, 0.40965, 3.53327], [0.60459, 1.93549, 1.73735], [4.88765, 3.21489, -1.89054], [3.68330, 3.74902, -1.11031], [2.95388, 2.53953, -0.51380], [4.19511, 1.27149, -0.27977], [3.90000, 0.16095, -1.15864], [4.42565, 1.07751, 1.13547], [5.55411, 2.19552, -0.97504], [5.57584, 4.01039, -2.16761], [4.54844, 2.73022, -2.80722], [4.03019, 4.40346, -0.30629], [3.02008, 4.33579, -1.74465], [2.49850, 2.77238, 0.44619], [2.20070, 2.14961, -1.19820], [6.22756, 1.52154, -1.49893], [6.07806, 2.68506, -0.15329], [-4.84230, -0.74282, 0.91999], [-5.36620, -1.33001, 2.23434], [-6.50976, -2.28830, 1.88601], [-6.16613, -2.89611, 0.23590], [-7.19782, -2.42199, -0.65715], [-5.80722, -4.29425, 0.30453], [-4.69117, -1.92545, -0.03039], [-3.89730, -0.21822, 1.05894], [-5.56744, -0.03062, 0.51835], [-4.56403, -1.88015, 2.73246], [-5.70134, -0.55080, 2.91854], [-6.55865, -3.13025, 2.57406], [-7.47010, -1.77523, 1.86023], [-4.62636, -1.63456, -1.07693], [-3.83490, -2.54344, 0.24142], [6.30530, -1.06556, -4.92159], [6.97226, -0.79888, -6.27541], [7.26646, 0.70307, -6.35378], [7.48576, 1.25802, -4.66403], [6.41643, 2.17254, -4.33835], [8.87179, 1.60306, -4.44667], [7.14262, -0.31630, -3.89213], [6.25582, -2.13038, -4.69683], [5.28488, -0.67445, -4.92814], [7.90736, -1.36106, -6.33783], [6.34282, -1.11904, -7.10545], [8.17308, 0.91148, -6.91778], [6.42946, 1.25464, -6.78037], [6.62476, -0.16017, -2.94773], [8.09687, -0.81489, -3.71975], [-7.66590, -9.13276, 2.14916], [-7.18839, -8.22752, 1.00842], [-6.55109, -6.98671, 1.64284], [-5.92520, -7.50708, 3.23824], [-6.66719, -6.82248, 4.27159], [-4.48105, -7.50759, 3.21274], [-6.51065, -9.19240, 3.14203], [-7.93789, -10.12611, 1.79235], [-8.54555, -8.69290, 2.62605], [-6.44399, -8.75852, 0.40982], [-8.00606, -7.95150, 0.34281], [-5.73043, -6.60162, 1.04537], [-7.28463, -6.20084, 1.81147], [-6.80722, -9.53594, 4.13093], [-5.69348, -9.80540, 2.76100], [7.05197, 8.14495, -5.02583], [7.95471, 6.91776, -5.19548], [7.22048, 5.71911, -4.58437], [5.47123, 6.07826, -4.73322], [4.91881, 6.23287, -3.40723], [4.88131, 5.19130, -5.70717], [5.65996, 7.69899, -5.45970], [7.40242, 8.99115, -5.61657], [7.03627, 8.44948, -3.97619], [8.12948, 6.73924, -6.25938], [8.92690, 7.06342, -4.72494], [7.44020, 4.79387, -5.11189], [7.44992, 5.60454, -3.52599], [4.86628, 8.35479, -5.10789], [5.60130, 7.58524, -6.54238], [-8.44404, -3.63110, -3.47423], [-7.64898, -4.11934, -4.68974], [-8.49931, -5.17820, -5.40026], [-10.20759, -4.76965, -5.04226], [-10.77532, -5.82740, -4.24019], [-10.85034, -4.29997, -6.24724], [-9.85883, -3.37584, -3.98163], [-8.00785, -2.73508, -3.03766], [-8.45706, -4.40689, -2.70516], [-7.46566, -3.28023, -5.36582], [-6.67887, -4.52407, -4.40091], [-8.34836, -5.16619, -6.47754], [-8.30584, -6.17646, -5.01022], [-10.59991, -3.32430, -3.18690], [-9.90202, -2.47488, -4.59425]], "lowdin_charge": [-0.099, -0.204, -0.216, 0.060, -0.272, -0.117, -0.224, -0.217, -0.248, 0.410, -0.379, -0.364, 0.371, -0.374, -0.019, 0.075, 0.063, 0.057, 0.065, 0.095, 0.094, 0.103, 0.111, 0.100, 0.116, 0.100, 0.118, 0.102, 0.127, 0.100, 0.116, 0.103, 0.081, 0.040, 0.048, 0.089, -0.234, -0.199, -0.214, 0.674, -0.332, -0.330, -0.223, 0.096, 0.109, 0.122, 0.116, 0.072, 0.110, 0.082, 0.111, -0.215, -0.222, -0.212, 0.678, -0.323, -0.328, -0.228, 0.116, 0.122, 0.103, 0.115, 0.105, 0.108, 0.108, 0.110, -0.214, -0.214, -0.219, 0.667, -0.318, -0.326, -0.222, 0.118, 0.124, 0.117, 0.115, 0.103, 0.108, 0.092, 0.112, -0.224, -0.210, -0.235, 0.664, -0.328, -0.329, -0.236, 0.114, 0.119, 0.117, 0.116, 0.083, 0.100, 0.107, 0.107, -0.223, -0.213, -0.220, 0.661, -0.323, -0.322, -0.234, 0.114, 0.119, 0.117, 0.115, 0.093, 0.107, 0.108, 0.108, -0.228, -0.214, -0.225, 0.664, -0.325, -0.331, -0.230, 0.097, 0.120, 0.116, 0.113, 0.101, 0.103, 0.109, 0.108]}